<i>
The following is a quantum chemistry calculation of a cluster of 2 separate species, C3H10NO in total, from the Open Molecules 2025 dataset.

Each line ends with the Mulliken charge.
Positions of all 15 atoms, in Å:
C1 2.70 0.31 -0.23  -0.54
O1 1.60 -0.12 0.61  -0.56
H1 2.27 0.90 -1.01  0.22
H2 3.35 0.88 0.31  0.34
H3 3.07 -0.64 -0.64  0.21
H4 1.65 0.10 1.51  0.29
C2 -1.63 1.09 0.19  -0.78
C3 -1.88 -1.24 -0.64  -0.04
N1 -1.20 -0.33 0.03  0.12
H5 -2.66 1.30 -0.16  0.34
H6 -1.17 1.93 -0.61  0.29
H7 -1.46 1.44 1.21  0.31
H8 -2.93 -1.00 -0.80  0.28
H9 -1.41 -2.24 -0.81  0.28
H10 -0.23 -0.44 0.01  0.24

## Properties
Gap between HOMO and LUMO   9.05 eV
E_HOMO   -14.4853 eV
Charge   +1
LUMO energy   -0.200 hartree
2S+1   1



<ii>
The following is a quantum chemistry calculation of a cluster of 2 separate species, C3H10NO in total, from the Open Molecules 2025 dataset.

Each line ends with the Mulliken charge.
Positions of all 15 atoms, in Å:
C1 -2.52 0.50 0.01  -0.58
O1 -1.54 -0.60 0.06  -0.62
H1 -2.44 1.04 0.94  0.27
H2 -2.18 1.10 -0.83  0.23
H3 -3.51 0.13 -0.22  0.32
H4 -1.99 -1.35 0.47  0.31
C2 1.81 0.66 -0.83  -0.89
C3 1.66 -1.04 0.86  -0.15
N1 1.07 -0.20 0.10  0.16
H5 1.11 1.04 -1.58  0.32
H6 2.47 0.02 -1.41  0.38
H7 2.30 1.48 -0.32  0.34
H8 2.72 -0.97 1.06  0.34
H9 1.02 -1.57 1.57  0.25
H10 0.02 -0.24 0.11  0.32

## Properties
Gap between HOMO and LUMO   10.52 eV
E_HOMO   -15.3133 eV
Charge   +1
LUMO energy   -0.176 hartree
2S+1   1



Stability, highest: <ii>



<i>
The following is a quantum chemistry calculation of a cluster of 2 separate species, C3H10NO in total, from the Open Molecules 2025 dataset.

Each line ends with the Mulliken charge.
Positions of all 15 atoms, in Å:
C1 -0.36 5.16 2.23  -0.77
N1 0.84 4.42 2.54  -0.26
H1 -0.05 6.00 1.59  0.33
H2 -0.70 5.51 3.19  0.32
H3 -1.09 4.68 1.63  0.34
H4 1.23 4.08 1.68  0.35
H5 1.42 4.97 3.13  0.35
H6 0.66 3.52 2.96  0.34
O1 0.65 -3.25 -1.12  -0.48
C2 -0.33 -3.96 -1.42  0.15
C3 -0.80 -4.07 -2.89  -0.73
H7 -0.88 -4.47 -0.61  0.34
H8 -0.26 -3.16 -3.38  0.24
H9 -0.51 -5.12 -3.35  0.23
H10 -1.94 -3.71 -3.22  0.26

## Properties
Gap between HOMO and LUMO   7.51 eV
E_HOMO   -11.6828 eV
Charge   +1
LUMO energy   -0.153 hartree
2S+1   1



<ii>
The following is a quantum chemistry calculation of a cluster of 2 separate species, C3H10NO in total, from the Open Molecules 2025 dataset.

Each line ends with the Mulliken charge.
Positions of all 15 atoms, in Å:
C1 -2.18 -1.08 0.48  -0.77
N1 -1.11 -0.04 0.76  -0.31
H1 -3.10 -0.64 0.09  0.33
H2 -1.78 -1.60 -0.38  0.35
H3 -2.26 -1.84 1.28  0.33
H4 -1.36 0.45 1.58  0.34
H5 -1.18 0.65 -0.02  0.39
H6 -0.12 -0.20 0.83  0.33
C2 2.53 0.03 -0.59  -0.63
C3 1.58 0.79 -1.25  0.00
O1 0.71 1.49 -0.35  -0.56
H7 2.97 0.23 0.50  0.25
H8 2.74 -0.99 -0.92  0.28
H9 1.47 0.80 -2.34  0.35
H10 1.10 1.96 0.32  0.31

## Properties
Gap between HOMO and LUMO   9.45 eV
E_HOMO   -12.9916 eV
Charge   +1
LUMO energy   -0.130 hartree
2S+1   1



Stability, highest: <i>



<i>
The following is a quantum chemistry calculation of a cluster of 2 separate species, C3H10NO in total, from the Open Molecules 2025 dataset.

Each line ends with the Mulliken charge.
Positions of all 15 atoms, in Å:
C1 1.33 1.80 -0.10  -0.20
N1 0.86 1.51 -1.25  -0.07
H1 1.05 2.84 0.16  0.30
H2 1.82 1.09 0.54  0.35
H3 0.53 0.55 -1.51  0.31
H4 0.65 2.16 -2.00  0.29
C2 -1.00 -0.66 0.56  -0.01
O1 -0.52 -0.76 -0.80  -0.55
C3 -0.62 -1.71 1.55  -0.96
H5 -2.08 -0.39 0.56  0.27
H6 -0.67 0.33 0.91  0.09
H7 -0.17 -1.63 -0.97  0.30
H8 -1.37 -1.88 2.36  0.31
H9 0.29 -1.36 2.09  0.24
H10 -0.42 -2.68 1.10  0.33

## Properties
Gap between HOMO and LUMO   8.86 eV
E_HOMO   -14.4735 eV
Charge   +1
LUMO energy   -0.206 hartree
2S+1   1



<ii>
The following is a quantum chemistry calculation of a cluster of 2 separate species, C3H10NO in total, from the Open Molecules 2025 dataset.

Each line ends with the Mulliken charge.
Positions of all 15 atoms, in Å:
C1 0.39 2.18 -0.81  -0.96
C2 0.00 1.09 -0.19  1.09
O1 0.88 0.42 0.71  -0.63
C3 -1.28 0.38 -0.43  -1.35
H1 -0.28 2.79 -1.39  0.27
H2 1.38 2.60 -0.65  0.25
H3 1.77 0.69 0.45  0.32
H4 -2.01 1.07 -0.86  0.36
H5 -1.20 -0.43 -1.16  0.26
H6 -1.75 -0.04 0.47  0.37
N1 0.41 -2.16 0.79  -0.49
H7 0.10 -2.58 1.66  0.37
H8 0.62 -1.08 0.82  0.39
H9 1.28 -2.60 0.49  0.38
H10 -0.31 -2.34 0.10  0.36

## Properties
Gap between HOMO and LUMO   9.64 eV
E_HOMO   -13.3786 eV
Charge   +1
LUMO energy   -0.137 hartree
2S+1   1



Stability, highest: <ii>



<i>
The following is a quantum chemistry calculation of an isolated molecule of C5H6Cl2O, from the Open Molecules 2025 dataset.

Each line ends with the Mulliken charge.
Positions of all 14 atoms, in Å:
Cl1 -1.99 -2.63 -0.67  -0.16
C1 -1.58 -0.93 -0.46  -0.17
C2 -0.40 -0.14 -0.96  -0.06
O1 0.96 -0.12 -1.25  -0.40
C3 1.43 0.72 -0.16  -0.43
C4 0.34 0.72 1.01  -0.82
C5 -0.46 -0.50 0.51  0.48
Cl2 0.55 -1.92 0.92  -0.19
H1 -2.48 -0.34 -0.49  0.32
H2 -0.82 0.87 -1.11  0.21
H3 1.55 1.73 -0.55  0.32
H4 2.38 0.32 0.19  0.34
H5 0.77 0.58 2.00  0.33
H6 -0.25 1.63 1.01  0.25

## Properties
Gap between HOMO and LUMO   9.83 eV
E_HOMO   -9.2258 eV
LUMO energy   0.022 hartree
2S+1   1



<ii>
The following is a quantum chemistry calculation of an isolated molecule of C5H6Cl2O, from the Open Molecules 2025 dataset.

Each line ends with the Mulliken charge.
Positions of all 14 atoms, in Å:
C1 -2.08 -0.48 -2.62  -0.99
C2 -1.20 0.10 -1.55  0.54
Cl1 -1.07 1.90 -1.98  -0.20
C3 -0.92 -0.61 -0.51  -0.20
O1 0.05 -0.18 0.40  -0.25
C4 0.52 -1.37 0.99  0.21
C5 1.65 -1.51 1.94  -0.48
Cl2 2.12 0.04 2.79  -0.19
H1 -1.73 -1.72 -2.67  0.23
H2 -3.27 -0.33 -2.37  0.23
H3 -2.05 -0.06 -3.71  0.35
H4 -1.16 -1.64 -0.73  0.21
H5 0.30 -2.22 0.36  0.18
H6 1.85 -2.36 2.55  0.37

## Properties
Gap between HOMO and LUMO   9.35 eV
E_HOMO   -8.8974 eV
LUMO energy   0.017 hartree
2S+1   1



Stability, highest: <i>



<i>
The following is a quantum chemistry calculation of an isolated molecule of C7H10O, from the Open Molecules 2025 dataset.

Each line ends with the Mulliken charge.
Positions of all 18 atoms, in Å:
C1 1.49 1.76 0.30  -0.92
C2 1.67 0.62 -0.37  -0.12
C3 0.85 -0.58 0.05  0.96
C4 1.27 -1.74 -0.43  -1.01
C5 -0.20 -0.47 1.01  -0.55
C6 -1.59 -0.59 0.86  -0.25
C7 -2.04 -0.23 -0.52  -0.44
O1 -1.96 1.21 -0.57  -0.49
H1 2.02 2.62 0.07  0.33
H2 1.04 1.93 1.33  0.18
H3 2.07 0.37 -1.32  0.32
H4 0.98 -2.72 -0.14  0.33
H5 2.07 -1.78 -1.19  0.22
H6 0.24 0.01 2.13  0.22
H7 -2.35 -0.51 1.63  0.36
H8 -1.45 -0.64 -1.47  0.23
H9 -3.12 -0.51 -0.87  0.28
H10 -0.99 1.27 -0.52  0.34

## Properties
Gap between HOMO and LUMO   9.58 eV
E_HOMO   -9.0380 eV
LUMO energy   0.020 hartree
2S+1   1



<ii>
The following is a quantum chemistry calculation of a structure of composition C7H10O, from the Open Molecules 2025 dataset.

Each line ends with the Mulliken charge.
Positions of all 18 atoms, in Å:
C1 -0.44 0.57 1.38  -0.74
C2 0.25 -0.12 0.43  0.93
C3 1.83 0.34 0.65  -0.44
C4 0.33 0.44 -0.78  -0.32
C5 -1.04 0.24 -1.41  -0.85
C6 -1.18 -1.18 -0.89  -0.19
C7 -0.38 -1.55 0.10  -0.95
H1 -1.36 1.23 0.67  0.08
H2 -1.04 -0.36 2.24  0.24
H3 0.49 1.32 1.70  0.24
H4 2.78 -0.39 0.35  0.22
H5 1.81 0.91 1.64  0.26
H6 1.00 -0.12 -1.43  0.36
H7 -1.81 0.88 -0.94  0.33
H8 -0.78 0.55 -2.56  0.27
H9 -1.97 -1.73 -1.47  0.41
H10 -0.06 -2.34 0.66  0.59
O1 1.57 1.30 -0.33  -0.46

## Properties
Gap between HOMO and LUMO   10.35 eV
E_HOMO   -9.4313 eV
LUMO energy   0.034 hartree
2S+1   1



<iii>
The following is a quantum chemistry calculation of an isolated molecule of C7H10O, from the Open Molecules 2025 dataset.

Each line ends with the Mulliken charge.
Positions of all 18 atoms, in Å:
C1 -0.83 -0.34 -2.40  -0.74
C2 -0.59 0.04 -1.16  0.52
C3 -0.87 -1.03 0.00  -0.76
C4 0.14 -0.34 0.96  0.74
C5 1.50 -0.89 0.43  -1.26
C6 0.55 0.66 2.07  -0.58
C7 -0.19 1.15 0.78  -0.17
O1 0.00 1.24 -0.74  -0.39
H1 -0.48 0.07 -3.36  0.33
H2 -1.26 -1.53 -2.39  0.15
H3 -2.01 -1.00 0.26  0.25
H4 -0.60 -2.11 -0.19  0.36
H5 2.60 -0.33 0.58  0.24
H6 1.56 -1.40 -0.51  0.38
H7 1.46 -2.03 1.01  0.23
H8 -0.07 0.76 3.09  0.20
H9 1.66 0.81 2.21  0.25
H10 -1.21 1.32 1.09  0.26

## Properties
Gap between HOMO and LUMO   9.49 eV
E_HOMO   -8.6809 eV
LUMO energy   0.030 hartree
2S+1   1



<iv>
The following is a quantum chemistry calculation of an isolated molecule of C7H10O, from the Open Molecules 2025 dataset.

Each line ends with the Mulliken charge.
Positions of all 18 atoms, in Å:
C1 -2.14 -0.46 -0.62  -0.86
C2 -0.95 -0.01 -0.28  0.12
C3 -0.59 1.45 0.19  -0.93
O1 0.81 1.63 0.24  -0.41
C4 1.21 0.66 -0.56  0.37
C5 1.80 -0.56 -0.79  -0.81
C6 0.41 -0.64 -0.22  0.74
C7 0.38 -0.71 1.43  -1.06
H1 -3.35 -0.07 -0.43  0.19
H2 -2.12 -1.40 -1.12  0.30
H3 -0.91 1.94 -0.78  0.37
H4 -1.13 1.79 0.99  0.47
H5 1.05 1.01 -1.78  0.12
H6 2.16 -0.96 -1.69  0.31
H7 2.43 -1.54 -0.32  0.23
H8 -0.36 0.00 1.74  0.24
H9 1.33 -0.51 2.04  0.28
H10 -0.03 -1.64 1.97  0.32

## Properties
Gap between HOMO and LUMO   9.82 eV
E_HOMO   -8.8197 eV
LUMO energy   0.037 hartree
2S+1   1



Stability, highest: <i>



<i>
The following is a quantum chemistry calculation of a cluster of 2 separate species, C7H10O in total, from the Open Molecules 2025 dataset.

Each line ends with the Mulliken charge.
Positions of all 18 atoms, in Å:
C1 1.10 0.68 -1.19  -0.27
C2 1.23 -0.68 -1.23  -0.22
C3 1.31 -1.51 -0.06  -0.74
C4 1.32 -0.86 1.13  -0.20
C5 1.30 0.54 1.17  -0.25
C6 1.04 1.43 -0.03  -0.45
H1 0.89 1.30 -2.06  0.32
H2 1.51 -1.11 -2.20  0.30
H3 1.53 -2.49 -0.28  0.50
H4 1.47 -1.20 2.14  0.39
H5 1.39 0.96 2.22  0.24
H6 0.75 2.49 0.07  0.38
C7 -2.67 0.43 0.12  -0.40
O1 -2.49 -0.96 -0.09  -0.53
H7 -3.74 0.61 0.08  0.26
H8 -2.32 0.58 1.11  0.23
H9 -2.05 1.14 -0.57  0.14
H10 -1.58 -1.35 -0.35  0.30

## Properties
Gap between HOMO and LUMO   10.06 eV
E_HOMO   -9.2362 eV
LUMO energy   0.030 hartree
2S+1   1



<ii>
The following is a quantum chemistry calculation of a cluster of 2 separate species, C7H10O in total, from the Open Molecules 2025 dataset.

Each line ends with the Mulliken charge.
Positions of all 18 atoms, in Å:
C1 -3.60 1.29 -0.18  -1.18
C2 -2.68 0.34 -0.28  0.66
C3 -1.71 -0.41 -0.27  0.40
C4 -0.78 -1.29 -0.20  -0.63
C5 0.00 -1.83 0.93  -0.71
H1 -3.82 1.76 0.72  0.31
H2 -3.74 1.75 -1.10  0.26
H3 -0.41 -1.56 -1.27  0.20
H4 0.78 -1.14 1.24  0.15
H5 0.79 -2.61 0.53  0.26
H6 -0.49 -2.15 1.86  0.32
C6 2.17 1.42 -0.65  -0.89
C7 1.15 1.18 0.46  0.44
O1 1.30 1.29 1.61  -0.48
H7 3.03 2.11 -0.37  0.31
H8 1.80 1.96 -1.57  0.32
H9 2.57 0.32 -0.92  0.19
H10 0.28 0.89 -0.16  0.06

## Properties
Gap between HOMO and LUMO   8.98 eV
E_HOMO   -8.7107 eV
LUMO energy   0.010 hartree
2S+1   1



Stability, highest: <i>



<i>
The following is a quantum chemistry calculation of a cluster of 2 separate species, C7H10O in total, from the Open Molecules 2025 dataset.

Each line ends with the Mulliken charge.
Positions of all 18 atoms, in Å:
C1 0.97 1.96 -0.04  -0.58
C2 0.41 1.14 0.91  -0.44
C3 0.33 -0.24 0.73  -0.61
C4 0.81 -0.80 -0.47  -0.06
C5 1.40 0.02 -1.43  -0.66
C6 1.47 1.38 -1.21  -0.24
H1 1.06 3.05 0.12  0.33
H2 -0.03 1.56 1.80  0.38
H3 -0.06 -0.87 1.50  0.87
H4 0.80 -1.87 -0.61  0.23
H5 1.85 -0.41 -2.32  0.33
H6 1.92 2.04 -1.93  0.36
C7 -2.32 -0.69 0.71  0.01
O1 -1.98 -2.05 0.37  -0.49
H7 -2.91 -0.43 -0.15  0.23
H8 -2.92 -0.79 1.71  0.17
H9 -1.37 -0.13 1.04  -0.12
H10 -0.93 -2.44 0.70  0.29

## Properties
Gap between HOMO and LUMO   9.97 eV
E_HOMO   -9.1216 eV
LUMO energy   0.031 hartree
2S+1   1



<ii>
The following is a quantum chemistry calculation of a cluster of 2 separate species, C7H10O in total, from the Open Molecules 2025 dataset.

Each line ends with the Mulliken charge.
Positions of all 18 atoms, in Å:
C1 1.61 0.15 0.70  -1.00
C2 0.30 0.16 0.24  -0.30
C3 2.69 0.65 0.01  0.69
C4 -2.11 0.14 -0.54  -1.51
C5 0.99 -3.12 -0.08  -0.82
C6 -0.98 2.22 0.20  -1.16
C7 -0.84 0.74 0.02  1.08
O1 3.48 1.18 -0.64  -0.34
H1 1.85 -0.48 1.45  0.44
H2 -1.90 -0.83 -0.68  0.45
H3 -2.94 0.41 0.12  0.35
H4 -2.19 0.46 -1.54  0.38
H5 0.46 -2.85 0.84  0.23
H6 1.26 -4.16 -0.20  0.33
H7 1.43 -2.35 -0.66  0.28
H8 -1.71 2.47 1.11  0.26
H9 -1.41 2.64 -0.70  0.32
H10 0.01 2.57 0.34  0.33

## Properties
Gap between HOMO and LUMO (spin up / spin down)   9.18 / 6.99 eV
E_HOMO (spin up / spin down)   -8.8272 / -6.8655 eV
LUMO energy (spin up / spin down)   0.013 / 0.004 hartree
2S+1   1



Stability, highest: <i>



<i>
The following is a quantum chemistry calculation of a cluster of 2 separate species, H3N3O2 in total, from the Open Molecules 2025 dataset.

Each line ends with the Mulliken charge.
Positions of all 8 atoms, in Å:
N1 -2.14 -0.48 -0.17  0.15
N2 0.54 0.85 -0.12  -0.27
N3 0.81 -0.29 -0.66  -0.23
O1 1.30 -1.12 0.35  -0.36
O2 -2.07 0.57 0.35  -0.18
H1 0.10 0.79 0.83  0.28
H2 0.28 1.66 -0.71  0.26
H3 1.19 -1.98 0.13  0.33

## Properties
Gap between HOMO and LUMO (spin up / spin down)   7.28 / 8.43 eV
E_HOMO (spin up / spin down)   -7.2717 / -8.9617 eV
LUMO energy (spin up / spin down)   0.000 / -0.020 hartree
2S+1   1



<ii>
The following is a quantum chemistry calculation of an isolated molecule of H3N3O2, from the Open Molecules 2025 dataset.

Each line ends with the Mulliken charge.
Positions of all 8 atoms, in Å:
N1 1.16 -0.24 0.14  -0.50
N2 0.10 0.61 0.18  -0.20
N3 -1.09 0.13 -0.05  1.05
O1 -1.12 -1.17 -0.37  -0.59
O2 -2.11 0.74 0.02  -0.57
H1 1.62 -0.74 0.92  0.25
H2 1.11 -0.89 -0.69  0.27
H3 0.34 1.55 -0.15  0.28

## Properties
Gap between HOMO and LUMO   10.49 eV
E_HOMO   -10.1338 eV
LUMO energy   0.013 hartree
2S+1   1



<iii>
The following is a quantum chemistry calculation of an isolated molecule of H3N3O2, from the Open Molecules 2025 dataset.

Each line ends with the Mulliken charge.
Positions of all 8 atoms, in Å:
N1 0.56 -0.07 0.28  -0.53
N2 -0.61 0.54 -0.44  -0.26
N3 -1.80 -0.19 -0.45  1.13
O1 -1.97 -1.10 0.29  -0.61
O2 -2.61 0.26 -1.21  -0.60
H1 0.74 0.62 1.02  0.27
H2 0.24 -0.87 0.84  0.30
H3 -0.42 0.68 -1.43  0.29

## Properties
Gap between HOMO and LUMO   11.17 eV
E_HOMO   -10.5607 eV
LUMO energy   0.022 hartree
2S+1   1



<iv>
The following is a quantum chemistry calculation of a cluster of 2 separate species, H3N3O2 in total, from the Open Molecules 2025 dataset.

Each line ends with the Mulliken charge.
Positions of all 8 atoms, in Å:
N1 -1.56 1.26 -1.47  0.08
N2 0.88 -0.28 -0.24  -0.20
N3 -0.03 -0.83 0.49  -0.37
O1 -0.32 -0.24 1.70  -0.35
O2 -0.33 1.19 -1.37  -0.17
H1 1.13 0.65 -0.16  0.31
H2 0.97 -0.76 -1.11  0.30
H3 -0.74 -0.98 2.17  0.41

## Properties
Gap between HOMO and LUMO (spin up / spin down)   6.67 / 8.51 eV
E_HOMO (spin up / spin down)   -6.8879 / -9.1622 eV
LUMO energy (spin up / spin down)   -0.008 / -0.024 hartree
2S+1   1



Stability, highest: <iii>